The following is a quantum chemistry calculation of 9 unconnected molecules or ions with the total composition C55H123N5O9 in a non-equilibrium geometry, from the OMol25 dataset.

```
192
Properties=species:S:1:pos:R:3:forces:R:3:mulliken_charge:R:1
C 15.9781 8.7099 15.9516 1.7332 -0.2787 0.9543 -1.751
C 15.8691 9.8026 14.8895 -1.3897 0.0839 0.0028 2.023
C 16.7779 10.9627 15.2294 -0.7713 0.4625 -0.0525 -2.227
C 16.1363 9.3156 13.4743 -0.7273 0.2698 -0.0131 -0.768
C 15.0306 8.3206 13.0370 1.3492 0.4582 -1.4136 -1.479
C 13.6685 9.0115 12.9880 -0.2582 1.5430 -1.1345 -0.536
C 13.3046 9.5955 14.3488 0.9591 -0.8709 0.6095 1.713
C 12.1701 10.5583 14.3453 0.0991 1.7383 0.6415 -1.879
C 13.0015 8.3412 15.1497 0.1077 -1.1492 -0.2038 -1.835
N 14.4691 10.4252 14.8050 0.4521 -0.6715 1.4368 1.319
O 14.1441 10.9517 16.1255 0.5563 1.3507 -1.4781 -0.498
H 15.6710 9.0254 16.9581 -0.6084 0.0884 -0.3935 0.371
H 15.5993 7.7014 15.7446 0.0092 0.5505 -0.0903 0.295
H 17.0607 8.5859 16.1794 -0.3642 -0.1551 -0.5205 0.417
H 16.4983 11.3517 16.1962 -0.2342 0.4294 0.2031 0.502
H 17.8067 10.7198 15.3345 0.9752 -0.5993 -0.2860 0.675
H 16.6589 11.7269 14.4549 0.1143 0.0618 0.2439 0.085
H 16.0274 10.1824 12.8190 0.0203 0.2060 -0.0230 -0.225
H 17.1990 9.0584 13.3840 -0.3726 -0.7281 -0.0395 0.720
H 15.2917 7.9741 12.0232 -0.1822 0.0005 0.2491 0.326
H 15.0688 7.4454 13.6653 -0.2339 -0.3181 0.1218 0.594
H 12.8670 8.3336 12.6153 0.4979 0.3878 0.3981 0.758
H 13.6580 9.9070 12.2897 0.4400 -1.1164 0.2952 -0.892
H 11.3939 10.1558 13.7656 -1.2744 -0.2617 -1.0646 0.734
H 12.5709 11.5159 13.9541 -0.5909 -0.4895 -0.2560 -0.166
H 11.7338 10.8569 15.3234 0.5040 -0.6683 -0.3704 0.328
H 13.8460 7.6297 15.0418 -0.9003 0.4458 0.4041 0.360
H 12.1103 7.8036 14.7406 0.5056 0.6859 0.3280 0.407
H 12.8298 8.5429 16.1834 -0.1945 -0.0226 0.9199 0.353
H 13.8492 10.2811 16.7206 -0.2720 -1.2931 0.4597 0.302
C 14.5153 7.9104 8.0267 -0.3907 0.7488 -0.9788 -1.762
C 13.4686 9.0275 7.9067 -1.6418 0.3833 -0.8689 1.163
C 12.9505 9.1185 6.4351 -0.3391 -1.8884 1.2551 -1.802
C 12.2686 8.7587 8.8721 0.7231 -0.4484 -1.2218 -0.754
C 11.4143 10.0032 9.0934 -0.7881 -0.2489 1.0221 -0.573
C 12.2232 11.1754 9.5782 -0.0810 1.2472 -0.7930 0.096
C 13.3252 11.5249 8.5812 -0.1128 -0.1741 -0.2391 1.780
C 12.7526 12.2059 7.3386 -1.2137 -0.0312 0.3525 -1.406
C 14.2615 12.5671 9.1627 1.4142 -0.1007 0.2811 -0.437
N 14.0435 10.2663 8.3859 2.1024 0.3451 0.7692 0.735
O 15.2988 10.5172 7.7216 -0.8295 0.0121 -0.1213 -0.471
H 14.1160 6.9150 7.8692 -0.4963 -0.1238 0.5029 0.393
H 15.2365 7.9960 7.2167 0.3421 0.3093 0.2052 0.409
H 14.9694 8.0768 8.9811 0.5851 -0.4524 0.5627 0.238
H 13.7342 9.3868 5.7549 0.2600 0.3421 -0.4963 0.418
H 12.6638 8.0716 6.2407 0.2061 0.2303 -0.4478 0.486
H 12.0201 9.6522 6.3060 0.0708 0.6419 0.0010 0.296
H 11.7242 7.8573 8.4779 0.2262 0.9335 0.4518 0.414
H 12.7747 8.4749 9.7945 -0.3468 -0.0410 0.3778 0.111
H 10.8428 10.3794 8.2393 -0.0867 -0.7183 -0.1048 0.344
H 10.7168 9.7855 9.9248 -0.1283 -0.0364 -0.6183 0.502
H 12.7325 10.9189 10.4822 0.1419 0.0265 0.9398 -0.152
H 11.5733 12.0868 9.6971 0.5887 -0.9193 0.2005 -0.679
H 11.7063 11.9199 7.1649 0.3082 -0.0752 -0.2275 0.337
H 13.3105 12.0584 6.4286 0.3050 0.0404 -0.3304 0.236
H 12.7252 13.2564 7.6148 -0.0547 0.2345 -0.5819 0.216
H 15.0062 12.9305 8.4150 -0.3236 -0.5206 0.5448 0.624
H 14.7843 12.1835 10.0616 -0.1046 0.2275 -0.4500 -0.292
H 13.7141 13.4644 9.4131 -0.2687 0.0391 0.3699 -0.770
H 15.0313 10.9470 6.8970 0.2754 -0.0096 -0.3143 0.298
C 11.1736 14.8439 9.4135 -0.2030 0.0723 -0.7543 -0.546
C 10.7715 15.8961 10.4757 0.4007 -0.2837 -1.3002 1.695
C 9.2933 15.7341 10.6973 -0.6150 0.9441 0.9142 -2.208
C 11.5633 15.6550 11.7280 1.1761 -0.6693 -0.8885 -1.698
C 13.0430 16.0557 11.5736 0.8770 0.3840 -0.4118 2.987
C 13.2374 17.5289 11.0744 0.4000 -1.5218 -0.2757 -1.117
C 12.4273 17.7453 9.8027 -1.5844 -0.6068 0.1721 2.139
C 12.3023 19.2368 9.5601 1.4660 1.0138 0.2467 -1.951
C 13.0043 17.0867 8.5196 1.5260 1.1586 0.3951 -1.382
N 11.0171 17.2753 10.1020 0.1929 1.0280 -2.0211 -0.217
O 10.3792 17.4371 8.7724 -0.2207 -0.0646 0.9869 -0.476
H 12.1533 14.4703 9.6209 0.5158 -0.3256 0.1038 -0.809
H 10.4872 14.0071 9.3840 -0.2384 -0.3083 0.5140 0.665
H 11.1755 15.1488 8.3604 -0.0676 0.5635 0.3992 0.378
H 8.8098 15.7273 9.7401 -0.4011 -0.3059 -0.4689 0.595
H 9.1274 14.7970 11.2363 -0.2941 0.1562 -0.0301 0.348
H 8.8534 16.6189 11.2331 0.4892 -0.8976 -0.0662 0.330
H 11.1023 16.2274 12.4911 -0.3981 0.2863 1.1249 0.493
H 11.4908 14.5616 11.8650 -0.0213 0.4179 0.6943 0.190
H 13.5829 15.9565 12.5260 -0.1858 -0.1167 -0.2257 -0.350
H 13.5656 15.3817 10.8585 -0.3335 0.2573 0.4216 -1.655
H 14.3051 17.7651 10.8051 -0.8486 -0.3232 0.6598 -0.488
H 12.8902 18.1474 11.8987 -0.0027 0.5403 -0.1891 0.716
H 13.3497 19.6179 9.5582 -0.5688 0.0376 0.0614 0.251
H 11.7538 19.8001 10.3273 0.1348 -0.5168 0.0775 0.434
H 11.8971 19.5454 8.6125 -0.3008 -0.2979 -0.5347 0.470
H 13.2868 16.0216 8.5241 -0.5726 0.5108 0.0199 -0.083
H 13.9279 17.6340 8.3118 0.5902 -0.1415 0.4710 0.492
H 12.4885 17.4632 7.6486 -0.9037 -0.8253 -0.1738 0.515
H 9.7502 18.1424 8.9361 -0.1743 0.1165 0.0177 0.370
C 16.9302 18.8632 9.0638 -0.3693 0.4679 0.0898 -1.717
C 18.0010 18.0045 9.7265 0.2694 0.1246 0.9469 1.910
C 18.9651 18.9045 10.4537 -0.6658 1.8450 -0.0599 -2.216
C 17.4169 17.0836 10.8292 1.3431 1.7830 -0.0203 0.740
C 16.6816 15.9838 10.2113 -1.6952 -1.4430 -0.5237 1.878
C 17.5828 15.2045 9.1940 -2.6390 -0.1027 0.6794 0.233
C 18.1460 16.0927 8.0943 0.8709 -0.3029 0.9611 2.250
C 19.2253 15.2967 7.3866 0.8408 -0.0511 -0.0615 -2.161
C 17.0611 16.4872 7.1019 0.7918 0.4442 -1.0150 -1.932
N 18.8123 17.2019 8.8337 0.5010 -0.3526 -1.2045 0.192
O 19.4562 18.0950 7.8720 -2.2761 -0.6078 -0.4155 -0.537
H 17.3817 19.5900 8.4120 0.3913 0.0845 -0.6430 0.534
H 16.1815 18.3168 8.5019 0.0073 0.0180 0.0997 0.048
H 16.4072 19.5089 9.7733 -0.0394 -0.3361 0.4040 0.317
H 19.5382 19.5638 9.8123 0.0821 -0.0058 -0.3133 0.579
H 18.3747 19.5750 11.0673 -0.2486 0.3159 0.2463 0.345
H 19.6163 18.4487 11.1455 0.8531 -1.1020 0.5476 0.353
H 18.3025 16.6591 11.3802 -1.0780 0.7508 -0.2495 -0.778
H 16.8111 17.7855 11.4681 0.4935 -1.0417 -0.2550 -0.585
H 16.2211 15.4083 11.0716 0.5229 -0.1523 -1.2074 -0.432
H 15.8243 16.3232 9.5921 0.1458 0.1687 0.6082 -0.639
H 16.9052 14.5148 8.6649 0.2890 -0.1698 0.2143 -0.503
H 18.2488 14.6066 9.7750 1.1388 -0.2258 -0.0903 -0.624
H 19.6904 15.8373 6.5946 0.1936 0.9112 -0.6720 0.495
H 18.8912 14.4012 6.8938 -0.6325 -0.5691 0.1983 0.367
H 20.0645 15.0288 8.0301 -0.2504 -0.0409 0.3844 0.396
H 16.9825 15.7797 6.2650 -0.3296 -0.3554 0.6308 0.458
H 17.4206 17.3614 6.5649 -0.0698 0.4792 0.1409 0.421
H 16.1171 16.7282 7.5637 -0.3417 -0.2880 -0.1476 0.069
H 20.3262 18.1665 8.1961 1.6398 -0.0258 0.6256 0.358
C 11.7856 13.6190 16.9614 -0.1161 -0.8768 -0.9820 -1.908
C 10.8296 14.5550 16.2195 -0.2433 -0.2454 2.2072 1.877
C 11.6400 15.5276 15.4077 -0.6377 0.5981 0.4147 0.929
C 9.9342 13.6747 15.3418 1.1332 -0.4091 0.7134 -0.732
C 8.7246 14.4337 14.9000 -0.9496 0.0598 -0.0752 -0.028
C 8.0023 15.0542 16.0917 -0.9504 0.6012 0.4004 -1.592
C 8.8401 15.9851 16.9832 1.0164 -0.7463 -0.2428 1.860
C 9.2228 17.2867 16.2135 -0.7098 0.7422 0.8181 -1.381
C 8.0496 16.2941 18.2461 -1.0596 0.8995 -1.0011 -2.179
N 10.0007 15.1282 17.3614 -0.6772 0.3268 -1.8886 -0.004
O 10.8227 15.8285 18.1994 0.9123 0.0711 1.9321 -0.525
H 11.1574 12.9509 17.5660 0.6198 0.3104 0.3798 0.570
H 12.2843 13.0010 16.2183 -0.0717 -0.3456 -0.3275 0.241
H 12.6401 14.0771 17.4373 -0.2828 0.4108 0.7549 0.208
H 12.1128 16.3293 16.0237 -0.5016 -0.3652 -0.6696 0.242
H 12.4096 14.8952 15.0573 1.2451 -0.2693 -0.9187 -0.414
H 11.0206 15.8570 14.5715 0.5755 0.5465 0.1004 -1.097
H 10.6062 13.3452 14.5156 -0.7087 -0.0095 0.2717 -0.336
H 9.7106 12.8041 15.9890 -0.2736 0.2022 -0.5817 0.529
H 9.0765 15.2295 14.2484 -0.2977 0.0769 -0.4401 -0.069
H 7.9832 13.7980 14.3720 0.5925 0.3726 -0.0193 0.451
H 7.5378 14.2669 16.7068 0.4277 0.0939 0.0100 0.352
H 7.1476 15.6860 15.8119 0.0625 -0.2650 -0.5289 0.514
H 8.3627 17.9822 16.0845 0.2676 -0.6774 0.1829 0.412
H 9.6307 17.1271 15.2463 0.0776 -0.4270 -0.8953 0.290
H 9.9778 17.9169 16.6948 -0.0388 -0.2462 0.4357 0.304
H 7.7966 15.4254 18.8031 -0.0962 -0.9841 0.2879 0.483
H 7.1129 16.7556 17.9001 -0.0516 -0.1871 0.1162 0.410
H 8.4288 17.0063 18.9489 0.9121 0.4350 0.1435 0.382
H 11.1717 16.6326 17.8056 -0.0536 0.3064 -0.6122 0.399
C 15.3246 16.8225 16.1433 -0.0549 -0.5196 1.4545 -1.451
C 15.1563 17.0727 14.6910 -0.9419 -0.9311 -2.0496 2.049
C 15.7803 18.3756 14.2374 0.7581 -0.0586 1.4982 -1.606
O 15.7771 15.9679 13.9115 -0.6470 0.8441 0.9198 1.095
H 14.7423 15.9364 16.4953 0.2494 0.6105 -0.3487 0.098
H 15.0109 17.7000 16.7579 0.3331 -0.6153 -0.4086 0.455
H 16.3784 16.5648 16.3163 -0.1298 0.3498 0.2031 0.271
H 14.0626 17.0298 14.4251 0.7654 0.3164 0.2111 -0.517
H 15.6522 18.6327 13.2158 -0.3116 -0.0634 -0.9924 0.181
H 16.8606 18.3099 14.4467 -0.1844 0.0723 -0.1562 0.335
H 15.4146 19.2112 14.8486 -0.0829 -0.2021 -0.1261 0.501
H 15.3269 15.1515 14.2262 0.4051 0.2612 -0.2952 -0.448
C 17.8743 10.2408 10.1323 -2.1966 2.1852 0.9945 -1.311
C 18.1797 11.6358 9.5977 2.9063 -0.3437 0.1771 2.342
C 19.7049 11.9444 9.8990 -1.8555 -0.1220 -0.3683 -1.847
O 18.0545 11.6711 8.1752 -0.2999 0.3394 0.7971 -0.656
H 16.8104 10.1085 9.9913 -0.5692 -0.4367 -0.4999 0.076
H 17.8982 10.2450 11.2246 0.8452 -0.2947 -0.0220 0.280
H 18.3829 9.4949 9.6181 1.1818 -1.3800 -0.5421 0.576
H 17.5600 12.3712 10.1307 -0.0751 0.0621 -0.3619 -0.725
H 19.8404 11.7837 10.9426 0.2426 -0.0527 0.9756 0.366
H 19.9573 12.9762 9.6828 0.1700 0.0553 -0.3013 0.284
H 20.3412 11.2273 9.3920 0.0334 0.0730 -0.3844 0.508
H 17.1449 11.4037 8.0359 -0.4864 -0.2121 -0.4809 0.449
C 18.9122 13.9678 14.7914 -0.0444 -0.0215 0.5707 -1.120
C 19.4795 14.9535 13.8327 -0.4564 2.0272 -1.2071 0.310
C 19.3211 14.6453 12.3493 0.4137 -2.5890 0.8693 0.400
O 18.9384 16.3193 14.0586 -0.6926 -0.8987 -0.2696 -0.698
H 19.3170 12.9717 14.7072 0.1405 -0.4451 -0.5626 0.423
H 17.8348 13.9356 14.7222 -0.3906 -0.0743 0.0150 -0.076
H 19.2062 14.2566 15.7891 -0.2223 0.3433 0.4698 0.460
H 20.5414 15.0895 14.0017 0.2335 -0.0081 0.2586 0.486
H 19.8738 15.3151 11.7522 1.1435 0.5818 -0.6543 0.391
H 18.3399 14.7464 11.9816 -1.6527 0.0810 0.0788 -0.833
H 19.5694 13.5592 12.1313 0.1612 1.3180 0.2038 -0.129
H 17.9853 16.3713 13.7566 1.3074 -0.5555 0.5030 -0.021
C 14.3167 13.2128 12.7852 -0.0731 -0.2925 0.0146 1.323
O 14.4747 13.5343 14.1714 0.1107 -0.8181 -0.2549 -0.920
H 13.3801 13.6596 12.4932 -0.2960 -0.1420 -0.5239 -0.442
H 15.1168 13.6374 12.2154 0.5356 0.7217 -0.3144 -0.191
H 14.3621 12.1441 12.4910 -0.3193 0.2980 0.8653 -0.614
H 14.4936 12.6943 14.6498 0.0599 -0.0793 0.2487 -0.173
```
Forces are in eV/Å.

Results
**Maximum force**: 0.06328 Eh/bohr
**Relative energy (zero: lowest compared OMol25 entry of this formula, charge and spin)**: 0.0 kJ/mol
**Gap between HOMO and LUMO**: 0.3294 Ha
**Total energy**: -84900.4226 eV